Record 1
# C25H26N4O4Pt

C25H26N4O4Pt as an isolated structure (wB97M-V/def2-TZVPD, OMol25).

Geometry as ORCA input:
```
! RIJCOSX wB97M-V def2-TZVPD def2/J DEFGRID3
* xyz 2 5
Pt 0.48 0.97 1.74
C 2.89 1.09 5.63
O 2.03 0.12 6.30
C 0.91 -0.36 5.89
C 0.22 -1.16 6.85
C -1.00 -1.69 6.57
C -1.60 -1.43 5.33
C -0.97 -0.69 4.31
C -1.78 -0.50 3.16
N -1.44 0.17 2.07
N -2.36 0.35 1.16
C -1.90 1.15 0.09
O -0.73 1.60 0.06
C -2.87 1.45 -0.93
C -2.52 2.35 -1.95
C -3.42 2.64 -2.95
C -4.68 2.02 -2.94
C -5.03 1.13 -1.93
C -4.14 0.85 -0.92
C 0.36 -0.17 4.54
O 1.11 0.42 3.70
H 3.60 1.38 6.39
H 2.30 1.94 5.30
H 3.38 0.61 4.79
H 0.71 -1.30 7.80
H -1.53 -2.28 7.31
H -2.59 -1.83 5.14
H -2.79 -0.90 3.17
H -1.54 2.82 -1.94
H -3.17 3.34 -3.73
H -5.39 2.25 -3.72
H -6.01 0.67 -1.94
H -4.41 0.16 -0.13
C -0.85 -0.70 -3.44
C 0.42 -1.53 -3.46
N 1.59 -0.76 -3.86
C 1.70 -0.36 -5.27
C 1.55 1.14 -5.47
C 2.68 -0.56 -3.09
O 3.74 -0.12 -3.49
C 2.58 -0.85 -1.61
C 3.50 -1.70 -1.01
C 3.49 -1.86 0.37
C 2.58 -1.13 1.11
N 1.72 -0.28 0.53
C 1.71 -0.15 -0.80
H -1.70 -1.32 -3.16
H -1.07 -0.28 -4.42
H -0.77 0.13 -2.74
H 0.31 -2.37 -4.16
H 0.60 -1.97 -2.48
H 0.93 -0.91 -5.82
H 2.67 -0.70 -5.64
H 0.58 1.48 -5.12
H 1.64 1.39 -6.52
H 2.33 1.67 -4.93
H 4.23 -2.22 -1.62
H 4.18 -2.52 0.87
H 2.54 -1.20 2.19
H 0.99 0.55 -1.21
*
```

Its expectation value of S² is 6.055. The calculation puts the HOMO-LUMO gap (alpha / beta) at 6.69 / 4.69 eV.



Record 2
# C25H26N4O4S

C25H26N4O4S as an isolated structure (wB97M-V/def2-TZVPD, OMol25).

Geometry as ORCA input:
```
! RIJCOSX wB97M-V def2-TZVPD def2/J DEFGRID3
* xyz 0 1
C -3.99 -0.44 5.45
C -3.25 -1.12 4.35
C -2.51 -0.34 3.47
C -1.79 -0.93 2.43
C -1.19 -0.28 1.26
C -1.64 -2.33 2.47
N -0.81 -2.91 1.48
C 0.39 -2.22 0.99
N 0.50 -2.62 -0.41
C 1.76 -2.92 -1.00
C 2.75 -3.46 -0.17
C 2.30 -3.85 1.19
C 4.05 -3.57 -0.70
C 4.27 -3.33 -2.06
C 5.65 -3.46 -2.66
C 3.19 -3.00 -2.89
C 1.91 -2.79 -2.37
C 0.77 -2.48 -3.27
C -0.61 -3.43 -0.70
C -1.36 -3.63 0.42
C -2.47 -3.15 3.26
C -2.58 -4.62 3.06
C -3.25 -2.52 4.21
H -4.54 -1.18 6.02
H -3.30 0.09 6.13
H -4.70 0.30 5.06
H -2.55 0.76 3.53
H -0.19 -0.98 0.91
H -1.83 -0.31 0.36
H -0.91 0.76 1.46
H 3.13 -4.01 1.90
H 1.48 -3.04 1.53
H 1.74 -4.79 1.17
H 4.90 -3.81 -0.06
H 5.63 -3.21 -3.73
H 6.36 -2.77 -2.17
H 6.06 -4.48 -2.56
H 3.35 -2.88 -3.96
H 1.15 -2.01 -4.18
H 0.24 -3.38 -3.59
H 0.06 -1.79 -2.82
H -0.75 -3.85 -1.69
H -2.31 -4.17 0.49
H -2.91 -5.09 3.99
H -3.33 -4.88 2.31
H -1.63 -5.07 2.77
H -3.91 -3.10 4.87
O 5.94 -1.24 3.63
N 5.20 -1.28 2.63
O 5.62 -1.16 1.44
C 3.80 -1.49 2.73
C 2.95 -1.50 3.84
C 1.66 -1.22 3.37
N 0.90 -0.44 4.27
O 0.11 0.38 3.73
O 1.03 -0.51 5.51
C 1.37 -0.98 1.88
S 3.01 -1.09 1.23
H 3.30 -1.59 4.87
H 1.10 0.19 1.80
*
```

The calculation puts the HOMO-LUMO gap at 5.98 eV.



Record 3
# C25H26N8O2Tc

C25H26N8O2Tc as an isolated structure (wB97M-V/def2-TZVPD, OMol25).

Geometry as ORCA input:
```
! RIJCOSX wB97M-V def2-TZVPD def2/J DEFGRID3
* xyz 0 4
Tc -0.31 0.09 0.81
O 1.16 -0.90 1.73
C 1.53 -0.81 2.96
C 2.36 -1.82 3.49
C 2.86 -1.77 4.77
C 2.59 -0.67 5.58
C 1.78 0.34 5.11
C 1.20 0.30 3.83
C 0.35 1.37 3.44
N -0.34 1.43 2.33
C -1.15 2.62 2.12
C -1.74 2.57 0.70
N -1.95 1.17 0.39
C -3.18 0.74 0.30
C -3.56 -0.64 0.34
C -4.78 -1.08 -0.18
C -5.17 -2.40 -0.10
C -4.38 -3.32 0.57
C -3.19 -2.92 1.15
C -2.73 -1.59 1.04
O -1.64 -1.25 1.64
H 2.56 -2.67 2.85
H 3.49 -2.57 5.13
H 2.99 -0.62 6.58
H 1.58 1.19 5.74
H 0.25 2.19 4.15
H -0.55 3.52 2.24
H -1.96 2.65 2.85
H -1.02 2.97 -0.01
H -2.67 3.15 0.65
H -3.99 1.46 0.26
H -5.41 -0.36 -0.69
H -6.10 -2.71 -0.57
H -4.68 -4.35 0.64
H -2.57 -3.61 1.70
C -1.11 -1.24 -3.15
C 0.37 -0.97 -3.12
C 1.12 -1.08 -4.27
C 2.48 -0.83 -4.26
C 3.11 -0.49 -3.07
C 2.40 -0.37 -1.89
C 3.09 -0.04 -0.61
C 0.99 -0.59 -1.90
N 0.29 -0.41 -0.80
H -1.52 -1.02 -4.13
H -1.62 -0.65 -2.39
H -1.30 -2.29 -2.93
H 0.63 -1.37 -5.19
H 3.06 -0.93 -5.17
H 4.18 -0.35 -3.06
H 4.13 0.24 -0.78
H 3.06 -0.89 0.06
H 2.57 0.79 -0.11
N 2.85 2.48 -3.89
N 1.75 2.41 -3.10
N 0.54 2.22 -3.57
C -0.19 2.29 -2.46
N 0.57 2.52 -1.39
N 1.80 2.59 -1.81
H 2.71 1.93 -4.73
H 3.67 2.18 -3.37
H -1.25 2.19 -2.44
*
```

Its expectation value of S² is 3.781. The calculation puts the HOMO-LUMO gap (alpha / beta) at 6.19 / 6.68 eV.



Record 4
# C25H26O6

A 3-piece molecular cluster, C25H26O6 overall (wB97M-V/def2-TZVPD, OMol25).

Geometry as ORCA input:
```
! RIJCOSX wB97M-V def2-TZVPD def2/J DEFGRID3
* xyz 0 1
C 2.99 -0.04 -1.33
C 1.80 0.68 -0.43
C 1.39 2.17 -1.07
C 0.02 1.86 -1.98
C 0.26 1.05 -3.42
C -1.02 0.64 -4.40
C -2.51 1.10 -3.86
C -2.75 1.93 -2.43
C -1.48 2.34 -1.46
C -4.34 2.28 -2.06
O -4.74 3.47 -1.57
C -5.40 1.03 -2.39
C -6.61 0.62 -1.36
C -7.55 -0.68 -1.82
C -7.30 -1.53 -3.21
C -6.09 -1.11 -4.26
C -5.16 0.18 -3.81
C -3.87 0.69 -4.74
O -3.93 0.78 -6.09
H 3.15 0.63 -2.27
H 3.95 -0.17 -0.67
H 2.57 -1.09 -1.68
H 2.06 0.74 0.72
H 0.84 -0.02 -0.53
H 2.25 2.63 -1.70
H 1.06 2.85 -0.15
H 1.35 0.69 -3.77
H -0.91 0.04 -5.39
H -1.65 2.94 -0.44
H -6.75 1.23 -0.37
H -8.41 -1.03 -1.09
H -8.00 -2.47 -3.43
H -5.87 -1.67 -5.27
O 1.39 0.24 2.57
C 0.99 -0.92 2.61
O 1.50 -1.93 1.85
C 0.73 -3.11 2.08
C 0.08 -2.91 3.42
C -0.14 -1.42 3.46
H 0.00 -3.22 1.27
H 1.39 -3.99 2.07
H -0.85 -3.49 3.53
H 0.76 -3.21 4.22
H -1.08 -1.13 3.00
H -0.07 -1.03 4.48
O 5.58 -2.28 3.01
C 5.61 -1.12 3.38
O 6.41 -0.65 4.39
C 6.10 0.72 4.63
C 5.47 1.22 3.36
C 4.76 -0.01 2.85
H 5.42 0.78 5.49
H 7.02 1.26 4.87
H 4.81 2.08 3.52
H 6.25 1.51 2.65
H 3.75 -0.10 3.26
H 4.73 -0.03 1.76
*
```

The calculation puts the HOMO-LUMO gap at 7.10 eV. Its SMILES is CCCc1ccc2c(c1)C(=O)c1ccccc1C2=O.O=C1CCCO1.O=C1CCCO1.



Record 5
# C25H27BaF2N11O6S

C25H27BaF2N11O6S as an isolated structure (wB97M-V/def2-TZVPD, OMol25).

Geometry as ORCA input:
```
! RIJCOSX wB97M-V def2-TZVPD def2/J DEFGRID3
* xyz -2 1
Ba -0.62 0.12 0.42
O 2.63 2.12 5.38
C 2.07 1.35 4.38
C 0.83 0.87 4.45
C 0.33 -0.01 3.35
N 1.09 0.08 2.07
C 2.35 0.60 2.13
C 2.92 1.18 3.23
C 3.23 0.68 0.86
O 4.43 0.75 0.99
O 2.15 -0.31 -1.13
C -1.14 0.35 2.96
O -1.63 1.45 3.20
O -1.75 -0.55 2.21
H 1.96 2.18 6.07
H 0.18 1.08 5.30
H 3.92 1.58 3.19
C 4.90 -0.43 -2.17
C 4.91 1.03 -1.72
N 3.57 1.57 -1.48
C 2.61 0.94 -0.59
S 1.25 2.20 -0.42
N 2.67 -1.37 -0.11
N 1.90 -2.31 0.04
C 0.81 -2.69 -0.67
C 0.58 -2.24 -2.09
C 0.00 -3.72 -0.07
C 0.36 -4.33 1.17
C -0.46 -5.28 1.72
C -1.64 -5.65 1.06
C -1.91 -5.02 -0.13
N -1.14 -4.09 -0.70
H 5.90 -0.71 -2.50
H 4.19 -0.59 -2.98
H 4.61 -1.09 -1.35
H 5.31 1.63 -2.54
H 5.58 1.13 -0.87
H 3.61 2.55 -1.23
H 0.12 -1.25 -2.21
H -0.04 -2.97 -2.61
H 1.54 -2.15 -2.61
H 1.27 -4.01 1.66
H -0.19 -5.73 2.67
H -2.33 -6.38 1.48
H -2.82 -5.27 -0.68
O -1.42 2.60 -1.81
C -1.57 2.33 -3.16
C -2.02 0.92 -3.47
C -2.45 0.60 -4.76
C -2.82 -0.70 -5.04
C -2.76 -1.66 -4.04
C -2.33 -1.25 -2.79
N -1.98 0.01 -2.50
H -0.46 2.43 -1.57
H -0.63 2.51 -3.70
H -2.31 3.01 -3.59
H -2.49 1.37 -5.52
H -3.15 -0.97 -6.04
H -3.02 -2.69 -4.22
H -2.27 -1.97 -1.98
N -4.46 0.37 2.10
N -4.86 0.38 0.76
N -4.27 -0.36 -0.14
C -5.00 -0.06 -1.21
N -5.98 0.81 -0.95
N -5.87 1.08 0.35
H -3.52 -0.02 2.16
H -4.45 1.33 2.40
H -4.81 -0.47 -2.19
F -0.58 -1.66 4.83
C 0.31 -1.50 3.78
F 1.54 -1.85 4.26
H 0.05 -2.18 2.99
*
```

The calculation puts the HOMO-LUMO gap at 5.29 eV.



Record 6
# C25H27Br2F5N7O4PPbSe

C25H27Br2F5N7O4PPbSe as an isolated structure (wB97M-V/def2-TZVPD, OMol25).

Geometry as ORCA input:
```
! RIJCOSX wB97M-V def2-TZVPD def2/J DEFGRID3
* xyz 2 1
Pb -0.56 -0.72 1.06
Br -0.80 -3.05 7.67
C -0.79 -2.27 5.98
C -1.98 -2.08 5.27
C -1.91 -1.52 4.02
N -0.76 -1.12 3.46
C 0.39 -1.30 4.14
C 0.41 -1.88 5.40
C 1.63 -0.87 3.44
C 2.84 -0.76 4.11
C 3.97 -0.39 3.39
Br 5.61 -0.24 4.26
C 3.86 -0.15 2.03
C 2.62 -0.25 1.44
N 1.52 -0.60 2.13
H -2.93 -2.38 5.69
H -2.81 -1.37 3.44
H 1.34 -2.04 5.92
H 2.91 -0.94 5.17
H 4.71 0.13 1.43
H 2.48 -0.03 0.39
N -4.48 2.48 3.01
N -3.32 2.18 2.36
N -2.74 3.05 1.56
C -1.75 2.35 1.05
N -1.75 1.11 1.57
N -2.79 1.01 2.41
H -4.52 3.49 3.11
H -4.50 1.99 3.90
H -1.06 2.70 0.28
C 2.81 3.52 -2.74
C 3.13 2.60 -1.58
C 2.97 3.29 -0.23
C 4.50 1.96 -1.72
O 2.21 1.44 -1.65
P 0.65 1.48 -1.50
O 0.03 2.77 -1.16
O 0.41 0.38 -0.36
O 0.19 0.82 -2.84
C -1.16 0.62 -3.37
C -1.88 1.95 -3.51
C -1.90 -0.33 -2.44
C -0.92 -0.04 -4.72
H 3.52 4.35 -2.74
H 1.81 3.93 -2.66
H 2.92 2.99 -3.68
H 3.74 4.06 -0.13
H 3.10 2.58 0.59
H 2.00 3.77 -0.15
H 5.27 2.74 -1.71
H 4.58 1.41 -2.65
H 4.71 1.28 -0.89
H -1.89 2.51 -2.58
H -2.91 1.76 -3.82
H -1.40 2.57 -4.27
H -2.23 0.18 -1.52
H -1.26 -1.17 -2.19
H -2.81 -0.69 -2.93
H -0.30 0.60 -5.34
H -1.87 -0.19 -5.24
H -0.42 -1.00 -4.60
F -3.04 -4.81 -4.42
C -2.48 -4.45 -3.29
C -1.10 -4.35 -3.21
F -0.36 -4.62 -4.27
C -0.52 -3.96 -2.02
F 0.80 -3.85 -1.95
C -1.29 -3.67 -0.90
Se -0.48 -3.26 0.75
C -2.67 -3.78 -1.01
F -3.44 -3.48 0.04
C -3.28 -4.16 -2.19
F -4.59 -4.26 -2.29
*
```

The calculation puts the HOMO-LUMO gap at 6.45 eV.



Record 7
# C25H27BrN3

A 2-piece molecular cluster, C25H27BrN3 overall (wB97M-V/def2-TZVPD, OMol25).

Geometry as ORCA input:
```
! RIJCOSX wB97M-V def2-TZVPD def2/J DEFGRID3
* xyz 1 1
C 0.86 1.34 3.36
C -0.37 0.64 3.00
N -1.56 1.01 3.55
C -1.74 2.17 4.39
C -2.59 0.17 3.11
C -2.04 -0.76 2.20
C -2.92 -1.60 1.52
C -4.29 -1.52 1.80
C -4.81 -0.55 2.68
C -3.95 0.32 3.35
C -0.59 -0.46 2.11
C 0.36 -1.00 1.25
C 0.29 -2.31 0.69
C -0.33 -3.41 1.36
C -0.54 -4.61 0.70
C -0.12 -4.77 -0.63
C -0.46 -6.03 -1.38
C 0.61 -3.75 -1.25
C 0.85 -2.56 -0.59
H 1.71 0.80 2.92
H 0.86 2.38 2.97
H 0.99 1.38 4.45
H -2.81 2.28 4.57
H -1.22 2.07 5.34
H -1.37 3.08 3.88
H -2.52 -2.31 0.80
H -4.98 -2.21 1.31
H -5.89 -0.47 2.84
H -4.29 1.10 4.03
H 1.17 -0.35 0.91
H -0.66 -3.29 2.39
H -1.05 -5.44 1.20
H 0.03 -6.02 -2.36
H -0.13 -6.92 -0.83
H -1.54 -6.12 -1.54
H 0.98 -3.90 -2.27
H 1.41 -1.74 -1.05
C 3.78 4.05 -4.16
N 2.45 3.50 -3.97
C 1.58 3.85 -5.07
C 2.17 2.60 -2.96
C 0.95 2.68 -2.20
Br -0.18 4.21 -2.38
C 0.71 1.73 -1.20
N 1.57 0.73 -0.93
C 2.74 0.69 -1.59
C 3.11 1.62 -2.56
H 4.43 3.82 -3.32
H 4.22 3.66 -5.10
H 3.70 5.15 -4.28
H 0.64 3.30 -5.07
H 1.38 4.94 -5.08
H 2.11 3.64 -6.01
H -0.19 1.76 -0.59
H 3.42 -0.11 -1.31
H 4.09 1.53 -3.02
*
```

The calculation puts the HOMO-LUMO gap at 6.14 eV.